[1]
Here is a cluster of 2 separate species, C58H63Br2N4O2 in total from OMol25. Energies are from ωB97M-V with the def2-TZVPD basis set.

Each line ends with the Löwdin charge.
Cartesian coordinates (Å):
Br  6.13894  2.62194  1.69284  0.85
C  4.25820  2.53110  1.62709  -0.64
C  3.48546  3.68115  1.37046  -0.08
C  2.09641  3.58951  1.28284  0.04
C  1.43268  2.33241  1.39600  -0.17
C  0.01632  2.15048  1.29043  0.11
C  -0.48311  0.81202  1.31855  -0.06
C  -1.39314  0.29222  2.23360  0.02
C  -1.59064  -1.10340  2.53717  -0.21
C  -2.86008  -1.57303  2.96249  -0.01
C  -3.04472  -2.89399  3.37017  -0.09
C  -1.94914  -3.77638  3.37426  -0.66
Br  -2.18115  -5.59698  3.85667  0.78
C  -0.68220  -3.33078  2.95784  -0.10
C  -0.51041  -2.01782  2.52681  -0.01
C  2.24921  1.19643  1.67627  0.02
C  3.63097  1.28311  1.77418  -0.09
H  3.96960  4.64711  1.24522  0.12
H  1.48267  4.46744  1.07622  0.12
H  -0.63445  2.99366  1.13209  0.08
H  -0.04485  0.09319  0.60857  0.14
H  -1.93169  0.97861  2.88958  0.08
H  -3.70315  -0.88112  2.92488  0.11
H  -4.02578  -3.23960  3.68250  0.11
H  0.16363  -4.01284  2.96717  0.11
H  0.47255  -1.67435  2.20215  0.10
H  1.78370  0.21886  1.78236  0.10
H  4.21554  0.38782  1.95126  0.11
C  -4.16904  8.54002  2.76541  -0.06
C  -3.04421  8.31258  3.75431  -0.53
C  -1.75143  8.93565  3.22163  -0.04
C  -3.47851  9.04455  5.03295  -0.05
C  -2.73769  6.81710  4.06209  -0.07
C  -1.91845  6.63422  5.17742  -0.04
C  -1.74087  5.38536  5.75200  -0.05
C  -2.41502  4.29274  5.21296  -0.04
C  -3.17954  4.41441  4.05362  -0.08
C  -3.96214  3.16772  3.56290  -0.51
C  -5.46185  3.40118  3.36904  -0.03
C  -3.84651  1.98642  4.53840  -0.07
C  -3.32702  2.79655  2.24289  -0.06
C  -3.16157  5.66143  3.35720  -0.04
N  -3.59028  5.76221  1.96495  0.00
C  -2.90603  5.73593  0.75565  -0.20
C  -1.68317  5.11597  0.52309  -0.04
C  -0.76097  5.57585  -0.51465  -0.22
C  -0.38309  4.83128  -1.67620  -0.03
C  0.19433  5.47399  -2.76120  0.02
C  0.32765  6.88307  -2.71746  -0.16
N  0.08232  7.64877  -3.89533  -0.31
O  -0.08959  8.88689  -3.76602  0.04
O  -0.02146  7.05068  -4.98762  0.06
C  0.28675  7.57799  -1.48968  0.01
C  -0.23502  6.90167  -0.39874  -0.03
N  -3.82726  6.24114  -0.18438  0.12
C  -3.64563  6.42936  -1.61419  -0.08
C  -3.79302  5.34420  -2.50960  -0.09
C  -4.43604  3.94666  -2.29638  -0.52
C  -5.61358  3.79526  -3.27691  -0.03
C  -4.97653  3.65394  -0.91391  -0.04
C  -3.36957  2.88603  -2.59483  -0.04
C  -3.37297  5.49980  -3.84405  -0.04
C  -3.02342  6.73510  -4.33782  -0.05
C  -3.11969  7.84207  -3.50883  -0.03
C  -3.42196  7.74176  -2.14696  -0.05
C  -3.45456  9.09757  -1.34681  -0.49
C  -3.08679  10.30616  -2.22942  -0.06
C  -2.45190  9.07780  -0.20045  -0.05
C  -4.84680  9.37730  -0.78605  -0.03
C  -5.07178  6.31524  0.47334  -0.24
C  -6.39415  6.57620  -0.10947  -0.16
C  -6.69783  6.81068  -1.47836  -0.05
C  -8.00513  7.09637  -1.87506  -0.06
C  -9.04728  7.11864  -0.93790  -0.07
C  -8.76990  6.84984  0.41204  -0.06
C  -7.46491  6.57691  0.82067  -0.02
N  -4.93568  6.03830  1.75477  0.13
H  -5.08406  8.01528  3.06148  0.09
H  -4.38485  9.61718  2.65636  0.10
H  -3.86794  8.20173  1.77445  0.04
H  -0.98777  8.97436  4.00851  0.09
H  -1.35378  8.33593  2.39078  0.07
H  -1.92517  9.95161  2.84258  0.09
H  -2.69545  9.06263  5.79666  0.07
H  -3.74137  10.08273  4.78918  0.09
H  -4.36670  8.56362  5.46024  0.10
H  -1.42963  7.50814  5.60744  0.11
H  -1.13429  5.27072  6.64505  0.11
H  -2.34436  3.33343  5.72305  0.10
H  -5.67528  4.20493  2.66125  0.06
H  -5.92086  2.47449  2.98703  0.09
H  -5.94329  3.64116  4.32829  0.10
H  -2.81194  1.64320  4.66530  0.07
H  -4.25128  2.26456  5.52157  0.10
H  -4.43452  1.12779  4.17878  0.08
H  -2.25589  2.63434  2.37678  0.05
H  -3.79024  1.92483  1.77086  0.11
H  -3.39737  3.62049  1.54710  0.04
H  -1.36550  4.44957  1.30632  0.06
H  -0.57934  3.75044  -1.70647  0.10
H  0.49090  4.96227  -3.67789  0.13
H  0.63586  8.60844  -1.46140  0.13
H  -0.31368  7.40299  0.56746  0.10
H  -5.28867  3.84484  -4.32184  0.08
H  -6.10895  2.82774  -3.12432  0.10
H  -6.35377  4.58811  -3.10446  0.08
H  -4.19850  3.79606  -0.16063  0.06
H  -5.85558  4.26168  -0.67567  0.08
H  -5.28308  2.59627  -0.87893  0.10
H  -2.49162  3.07241  -1.95973  0.06
H  -3.76577  1.88630  -2.36543  0.09
H  -3.05293  2.89923  -3.64599  0.08
H  -3.38330  4.65020  -4.53164  0.11
H  -2.71576  6.85626  -5.37549  0.12
H  -2.93823  8.81082  -3.97270  0.10
H  -3.79176  10.41928  -3.06110  0.09
H  -3.13554  11.23402  -1.64141  0.10
H  -2.06745  10.22088  -2.62777  0.08
H  -2.47576  8.10387  0.29925  0.05
H  -1.43301  9.24721  -0.57130  0.08
H  -2.67257  9.86363  0.53847  0.09
H  -5.11370  8.66725  0.00050  0.06
H  -4.87677  10.38348  -0.34277  0.10
H  -5.60884  9.32436  -1.57244  0.09
H  -5.89136  6.79899  -2.21508  0.10
H  -8.19208  7.29599  -2.93222  0.11
H  -10.06462  7.33842  -1.27061  0.11
H  -9.57822  6.85810  1.14203  0.11
H  -7.22985  6.36290  1.86564  0.11

Properties
**Total charge**: +1
**Lowest unoccupied orbital energy**: -0.2092 Ha

***

[2]
Here is a cluster of 3 separate species, C3H12NO2 in total from OMol25. Energies are from ωB97M-V with the def2-TZVPD basis set.

Each line ends with the Löwdin charge.
Cartesian coordinates (Å):
C  0.29017  -2.46674  1.24904  -0.07
C  -0.21516  -1.55106  0.14153  -0.11
C  -1.43929  -1.19747  -0.32743  -0.11
N  -1.73737  0.13058  -0.92364  0.10
H  1.06399  -1.83909  1.76806  0.10
H  0.74743  -3.42460  1.01721  0.08
H  -0.53620  -2.72719  1.88978  0.07
H  0.66038  -0.92696  -0.08990  0.10
H  -2.38658  -1.82454  -0.39950  0.14
H  -2.16977  -0.05216  -1.86276  0.17
H  -0.75881  0.70548  -1.13994  0.08
H  -2.46579  0.65730  -0.37509  0.18
H  1.02688  1.93455  -0.26495  0.17
H  1.14795  1.58713  -1.80966  0.10
O  0.38972  1.53053  -1.16465  -0.14
H  2.27489  3.29638  0.98400  0.11
H  1.86770  2.14673  1.86363  0.05
O  2.09469  2.32504  0.97788  -0.01

Properties
**Total charge**: +1
**Energy relative to the best compared isomer or geometry (same formula, charge and spin)**: 2.065 eV
**Lowest unoccupied orbital energy**: -0.1107 Ha

***

E_tot
In order: -211296.204; -8882.809
Unit: eV
HOMO-LUMO gap
In order: 3.731; 10.737
Unit: eV